No. 1
Computed, not measured: C24H38AsIrN2O7PSSe2 as an isolated structure at a distorted geometry, with ωB97M-V/def2-TZVPD.

Structure (XYZ):
```
77
C24H38AsIrN2O7PSSe2, DFT ωB97M-V/def2-TZVPD
Ir -0.684 -0.164 -0.174
C -4.499 1.561 1.401
N -4.121 0.298 2.037
C -5.157 -0.410 2.783
C -2.882 -0.135 1.939
O -1.976 0.582 1.430
C -2.536 -1.509 2.505
O -1.430 -2.022 1.803
C -0.278 -2.374 2.526
C 0.840 -1.338 2.383
O 0.761 -0.381 1.585
N 1.914 -1.504 3.141
C 3.013 -0.541 3.080
C 2.053 -2.590 4.105
H -4.481 2.379 2.122
H -5.504 1.460 0.998
H -3.805 1.784 0.596
H -5.897 0.313 3.114
H -4.754 -0.904 3.663
H -5.658 -1.150 2.155
H -3.372 -2.198 2.372
H -2.326 -1.406 3.574
H 0.095 -3.303 2.086
H -0.509 -2.545 3.579
H 2.707 0.329 2.507
H 3.883 -0.991 2.599
H 3.283 -0.234 4.089
H 1.638 -3.521 3.725
H 1.570 -2.343 5.053
H 3.110 -2.751 4.297
Se 0.055 2.367 0.562
P 1.738 2.098 -0.836
Se 1.841 -0.031 -1.353
C 1.383 3.147 -2.274
C 1.278 2.596 -3.545
C 0.958 3.419 -4.615
C 0.742 4.773 -4.413
C 0.835 5.316 -3.137
C 1.149 4.505 -2.062
C 3.290 2.589 -0.031
C 3.314 3.742 0.751
C 4.490 4.121 1.375
C 5.632 3.344 1.236
C 5.602 2.187 0.469
C 4.433 1.807 -0.170
H 1.437 1.536 -3.693
H 0.881 3.002 -5.610
H 0.493 5.411 -5.250
H 0.656 6.371 -2.980
H 1.202 4.924 -1.065
H 2.415 4.333 0.882
H 4.514 5.020 1.976
H 6.548 3.640 1.729
H 6.492 1.580 0.369
H 4.409 0.910 -0.776
C -0.882 -3.497 -3.224
As -0.674 -3.488 -1.301
C 0.678 -4.859 -1.034
C -2.217 -4.162 -0.345
O 0.109 -2.172 -0.594
H -0.701 -4.513 -3.568
H -0.143 -2.819 -3.644
H -1.880 -3.175 -3.502
H 0.291 -5.847 -1.282
H 1.012 -4.848 0.001
H 1.527 -4.630 -1.676
H -2.587 -5.040 -0.874
H -2.984 -3.397 -0.303
H -1.897 -4.452 0.653
C -3.063 0.143 -3.756
S -2.100 -0.199 -2.306
O -2.224 0.971 -1.406
O -0.691 -0.339 -2.697
O -2.620 -1.408 -1.660
H -3.016 1.214 -3.937
H -4.085 -0.176 -3.567
H -2.636 -0.408 -4.590
```

Output
* lowest unoccupied orbital energy (spin up / spin down): -0.2608 / -0.2796 Ha
* ⟨S²⟩: 0.838
* multiplicity: 2
* total charge: +2
* E: -257295.7402 eV
* relative energy (zero: lowest compared OMol25 entry of this formula, charge and spin): 338.0 kJ/mol

No. 2
Computed, not measured: C24H38B2Cl10F14N7NiO4S2 as an isolated structure at a distorted geometry, with ωB97M-V/def2-TZVPD.

Structure (XYZ):
```
102
C24H38B2Cl10F14N7NiO4S2, DFT ωB97M-V/def2-TZVPD
Ni 2.291 1.291 -0.774
B 4.567 -0.089 -1.621
F 3.177 -0.471 -1.724
F 4.529 1.179 -1.036
F 5.213 -1.005 -0.793
F 5.142 -0.042 -2.884
B 2.150 3.945 -0.106
F 1.383 4.729 -0.944
F 1.323 2.851 0.364
F 3.132 3.248 -0.843
F 2.702 4.608 0.972
C -0.192 -0.464 1.911
F -0.409 0.841 1.869
F 0.668 -0.829 2.838
F -1.362 -1.067 2.144
S 0.462 -1.072 0.220
O 1.792 -1.557 0.445
O -0.463 -2.062 -0.259
N 0.559 0.353 -0.707
S -0.827 0.603 -1.481
O -2.028 0.151 -0.833
O -0.869 1.958 -1.959
C -0.725 -0.431 -3.099
F -1.349 -1.593 -3.055
F -1.381 0.319 -4.009
F 0.526 -0.545 -3.530
C -1.471 4.230 -4.539
C -0.812 5.524 -4.377
N -0.281 6.531 -4.232
H -1.783 4.054 -5.565
H -2.372 4.190 -3.924
H -0.791 3.472 -4.153
C 4.205 -0.335 3.180
C 3.551 0.296 2.044
N 3.001 0.807 1.189
H 5.269 -0.100 3.100
H 4.109 -1.418 3.139
H 3.860 0.060 4.132
C 0.546 -3.285 5.054
C -0.629 -2.594 5.562
N -1.559 -2.048 5.954
H 1.346 -2.975 5.732
H 0.773 -3.090 4.014
H 0.401 -4.350 5.242
C -1.476 -4.900 -1.790
C -1.350 -6.363 -1.813
N -1.277 -7.506 -1.821
H -1.437 -4.467 -2.788
H -0.664 -4.474 -1.207
H -2.437 -4.620 -1.361
C 2.953 -4.236 1.290
C 4.041 -5.152 0.919
N 4.923 -5.828 0.627
H 3.368 -3.249 1.481
H 2.577 -4.652 2.228
H 2.159 -4.135 0.562
C -1.750 -0.251 -7.231
C -1.059 -0.714 -8.425
N -0.555 -1.114 -9.375
H -2.062 0.785 -7.330
H -1.083 -0.405 -6.385
H -2.635 -0.866 -7.064
Cl -3.847 1.975 2.334
C -3.775 0.910 3.791
C -2.796 1.489 4.795
Cl -3.356 3.032 5.478
H -3.500 -0.068 3.413
H -4.780 0.903 4.206
H -1.819 1.612 4.332
H -2.690 0.771 5.609
Cl 2.078 -5.137 -1.968
C 2.735 -3.490 -2.069
C 3.498 -3.266 -3.351
Cl 2.390 -3.190 -4.731
H 3.306 -3.264 -1.172
H 1.871 -2.828 -2.018
H 4.292 -3.992 -3.504
H 3.980 -2.290 -3.293
Cl -4.485 -2.770 3.265
C -4.909 -2.817 1.501
C -3.880 -2.080 0.668
Cl -4.337 -2.347 -1.049
H -5.850 -2.272 1.443
H -5.126 -3.857 1.290
H -2.885 -2.480 0.822
H -3.938 -1.015 0.870
Cl -2.756 6.165 1.607
C -2.590 5.003 0.308
C -1.905 5.472 -0.960
Cl -2.638 6.963 -1.602
H -3.602 4.660 0.080
H -2.113 4.102 0.699
H -2.078 4.668 -1.673
H -0.832 5.581 -0.826
Cl -0.750 5.093 4.432
C 0.240 4.292 3.158
C 1.555 3.814 3.736
Cl 1.294 2.308 4.702
H 0.451 5.066 2.427
H -0.362 3.500 2.731
H 2.017 4.548 4.388
H 2.275 3.566 2.959
```

Output
* lowest unoccupied orbital energy (spin up / spin down): 0.0491 / -0.0043 Ha
* ⟨S²⟩: 2.003
* multiplicity: 3
* total charge: -1
* E: -271476.1844 eV

No. 3
Computed, not measured: C24H38BCl2N6O7SV as an isolated structure at a distorted geometry, with ωB97M-V/def2-TZVPD.

Structure (XYZ):
```
80
C24H38BCl2N6O7SV, DFT ωB97M-V/def2-TZVPD
V 0.299 0.135 -0.225
C -0.586 4.451 -0.142
C -0.377 3.927 -1.566
C 1.096 3.728 -1.929
C -1.224 2.720 -1.856
C -2.468 2.785 -2.507
C -2.858 1.480 -2.666
N -1.915 0.695 -2.126
N -0.904 1.448 -1.616
B -1.745 -0.814 -2.365
N -0.328 -1.030 -2.971
C -0.051 -1.577 -4.162
C 1.311 -1.564 -4.344
C 1.816 -0.965 -3.177
N 0.820 -0.654 -2.350
C 3.259 -0.658 -2.897
C 3.808 0.288 -3.968
C 3.474 -0.077 -1.513
N -1.837 -1.696 -1.099
C -2.672 -2.714 -0.844
C -2.076 -3.539 0.081
C -0.823 -2.952 0.335
N -0.722 -1.819 -0.352
C 0.317 -3.593 1.082
C 0.134 -3.570 2.598
C 1.681 -3.040 0.678
H 0.005 5.355 0.014
H -0.284 3.712 0.595
H -1.637 4.690 0.028
H -0.770 4.692 -2.249
H 1.643 3.242 -1.131
H 1.569 4.695 -2.111
H 1.193 3.124 -2.835
H -2.983 3.674 -2.827
H -3.723 1.046 -3.139
H -2.580 -1.176 -3.152
H -0.849 -1.931 -4.792
H 1.867 -1.922 -5.192
H 3.809 -1.605 -2.970
H 3.282 1.243 -3.926
H 3.685 -0.122 -4.971
H 4.870 0.478 -3.800
H 2.970 0.885 -1.414
H 4.535 0.093 -1.323
H 3.100 -0.734 -0.731
H -3.613 -2.795 -1.360
H -2.461 -4.460 0.483
H 0.285 -4.643 0.764
H 0.252 -2.551 2.956
H 0.885 -4.198 3.082
H -0.856 -3.932 2.886
H 1.815 -2.021 1.043
H 1.801 -3.047 -0.407
H 2.471 -3.653 1.117
O 3.185 0.736 1.290
Cl 2.553 2.024 1.294
O 3.351 2.989 0.595
O 2.298 2.460 2.637
O 1.240 1.941 0.590
Cl -4.924 -0.528 1.611
C -4.084 0.706 0.597
C -2.822 1.199 1.329
O -2.981 2.039 2.216
O -1.743 0.668 0.951
H -4.788 1.521 0.454
H -3.840 0.213 -0.338
O 0.576 -0.451 1.913
S -0.042 0.433 3.001
C 0.941 0.025 4.477
C -0.062 -0.184 5.601
C -1.169 -1.051 4.999
C -1.518 -0.419 3.655
H 1.657 0.828 4.637
H 1.479 -0.891 4.232
H -0.473 0.777 5.921
H 0.408 -0.647 6.471
H -2.049 -1.109 5.641
H -0.795 -2.066 4.861
H -2.271 0.364 3.750
H -1.838 -1.110 2.878
```

Output
* lowest unoccupied orbital energy (spin up / spin down): 0.0940 / 0.0939 Ha
* ⟨S²⟩: 3.755
* multiplicity: 4
* total charge: -1
* E: -111022.0913 eV
* relative energy (zero: lowest compared OMol25 entry of this formula, charge and spin): 228.4 kJ/mol